[1]
Density functional theory data (ωB97M-V/def2-TZVPD) for a molecular structure, C21H21NOPbS4 in a non-equilibrium geometry.

Summary:
lowest unoccupied orbital energy (alpha / beta): -8.71 / -8.39 eV
total charge: +2
HOMO energy (alpha / beta): -14.54 / -14.62 eV

```
49
Properties=species:S:1:pos:R:3:forces:R:3
H 2.535242 -2.328540 -1.497865 -0.031 0.436 0.255
H 4.278805 0.503639 -1.978230 0.028 -0.056 -0.077
S -2.083807 -0.117478 -1.603059 0.624 0.077 -0.291
H 2.332811 3.236340 0.694462 -0.127 0.196 0.117
C 3.435281 1.956751 -0.638365 -0.317 0.030 0.228
S -3.092078 -1.650198 1.120817 -0.139 -0.310 0.039
N 1.374267 0.163936 -0.366677 -0.350 0.366 0.320
C -0.354579 2.710009 -3.807707 -0.286 -1.344 0.425
H -0.048476 -4.773802 0.893125 -0.978 0.491 -0.886
C 0.809227 2.100544 -4.329120 -1.133 0.715 0.755
C 2.381402 -0.106230 -1.204868 -0.054 -0.623 0.037
H -5.768636 1.847925 3.019013 0.041 0.062 -0.176
H 1.891087 0.235344 -4.507099 -0.300 0.431 0.175
C 2.347889 2.308992 0.153201 -0.063 -1.443 -0.254
C -2.376119 1.723688 3.127139 0.266 -0.299 -0.452
H -3.812470 3.147940 3.852727 0.229 -0.817 -0.600
C -1.250513 1.945618 -3.057069 0.272 0.525 -0.455
C -2.124463 0.572122 2.412372 0.519 0.329 -0.307
H 1.805963 -2.236826 2.541473 0.197 0.267 0.142
H -0.612250 3.731156 -3.983537 0.145 0.504 -0.226
H -1.594448 2.283163 3.566459 0.872 0.407 0.299
C -3.653078 2.210928 3.269912 -1.068 1.360 1.142
H 1.513563 2.708786 -4.870524 0.138 -0.123 -0.289
H 2.052767 -4.401160 3.047371 -0.215 -0.009 0.038
S -0.421703 0.151102 2.026272 -0.319 0.069 0.446
C 3.440620 0.752479 -1.345696 0.474 0.864 0.221
H 4.266215 2.640802 -0.652121 0.271 0.010 -0.339
S 0.698107 -1.687468 -2.781835 -0.560 0.846 -0.476
H 1.604462 -5.403770 0.873652 -0.380 0.141 0.117
H -0.651221 1.884956 0.406198 -0.617 0.288 -0.088
C 1.029131 0.759466 -4.071354 0.292 -1.528 0.126
C 1.139603 -4.096019 2.529188 0.347 0.305 -0.187
C -4.762348 1.514845 2.804113 0.178 0.304 0.480
C 1.337329 1.346431 0.289644 0.720 -0.255 -0.353
H 3.057584 -1.358741 -2.824015 0.379 0.216 -0.217
C -3.217109 -0.180164 1.936702 -0.021 0.256 0.148
H 0.369908 -6.017090 1.964834 -0.032 -0.399 0.395
H -2.183138 2.363740 -2.683125 0.234 0.097 -0.146
O 1.450410 -2.804914 1.856546 -0.589 -0.866 0.157
C 2.334337 -1.383135 -2.027569 -0.380 -0.027 0.043
C 0.122188 1.631924 1.111674 -0.024 -0.121 0.271
H 0.334362 -3.950679 3.252635 0.099 0.179 -0.003
C 0.741895 -5.122605 1.498801 1.483 -0.054 0.186
C 0.180790 -0.006586 -3.259926 0.792 0.016 0.197
H 0.283198 2.440680 1.828090 0.010 -0.082 -0.251
C -4.519033 0.327644 2.198880 0.115 -1.148 -0.526
C -0.984113 0.598234 -2.710665 -0.066 -0.140 0.077
Pb -0.344233 -1.837430 0.030093 0.063 -0.004 -0.059
H -5.294629 -0.336349 1.895033 -0.737 -0.144 -0.177
```
Positions in Å, forces in eV/Å.



[2]
Density functional theory data (ωB97M-V/def2-TZVPD) for a molecular structure, C21H22AuN6S2SeSi in a non-equilibrium geometry.

Summary:
energy relative to the best compared isomer or geometry (same formula, charge and spin): 12.3 kJ/mol
lowest unoccupied orbital energy: -4.87 eV
total charge: +1
HOMO energy: -10.79 eV

```
54
Properties=species:S:1:pos:R:3:forces:R:3
H -4.595218 -0.545047 -0.934978 -0.015 -0.001 0.025
C -0.954990 -2.044515 3.344207 0.008 0.012 -0.155
C -1.420866 -2.110062 2.049150 -0.047 0.036 0.000
C -0.275735 1.760348 -2.088785 -0.530 0.677 0.213
N 0.572209 -1.005253 1.353496 0.220 -0.139 -1.047
C -2.405841 4.120754 1.219379 -0.021 0.021 0.047
C -2.594145 4.652252 -1.133440 -0.032 0.038 -0.075
C -1.552350 3.069631 0.957975 0.134 -0.137 -0.072
Au 0.964593 -0.432224 -0.684406 -0.677 -0.626 0.434
H -3.588798 5.725765 0.417270 0.000 -0.004 -0.001
H 5.728989 1.903408 -1.051364 -0.032 0.017 0.008
H -3.520553 -3.621953 0.063279 -0.001 -0.015 0.005
C -2.921441 4.907267 0.184449 0.001 -0.009 -0.017
N 3.120264 -2.489659 -0.576587 -0.306 0.288 0.009
H 3.257750 1.874693 -0.950656 0.002 0.005 -0.020
N 5.693186 -2.638107 -0.687002 0.507 0.221 -0.005
H -1.246436 -1.955735 -3.335877 -0.015 -0.001 0.007
H -3.710093 -3.710160 -1.685669 -0.015 0.005 0.001
C 0.267646 -1.436498 3.638195 0.108 0.096 -0.190
Se 4.351123 -3.738101 -0.539265 -0.104 -0.319 0.011
H 2.780058 0.083942 1.900578 0.025 0.024 0.042
H -2.986209 -1.723937 -3.515452 -0.025 -0.026 0.043
C 5.196659 -1.414030 -0.752953 -0.485 -0.107 0.010
C 3.813324 0.947330 -0.886758 -0.470 -0.031 -0.006
H 7.011042 -0.246074 -0.937015 0.000 0.047 0.006
Si -2.389946 -1.716808 -1.130364 -0.815 0.391 -0.343
H -1.546151 -2.468927 4.145378 -0.010 0.012 -0.002
C 5.224196 0.954330 -0.945297 0.423 -0.150 -0.010
C -3.001693 -3.485378 -0.886041 0.327 0.305 0.092
C 5.931370 -0.211838 -0.882893 -0.048 0.283 -0.036
C -3.638745 -0.491254 -0.411347 0.279 -0.317 -0.246
H -2.189179 -4.212050 -0.942507 -0.018 -0.012 -0.020
C -1.740187 3.589507 -1.400762 0.094 -0.204 0.228
N 3.097441 -0.146039 -0.761008 -0.800 0.330 -0.110
C 2.381351 -0.315170 2.831644 0.010 -0.054 -0.054
H 0.627068 -1.356635 4.653702 0.019 -0.055 -0.001
H 2.323331 0.489522 3.563893 -0.037 0.006 -0.015
C 3.753663 -1.340469 -0.693595 0.543 -0.558 0.044
C 1.035315 -0.932403 2.602131 0.139 0.061 0.464
H 3.074285 -1.061153 3.223661 0.017 0.009 -0.031
S -1.173128 3.000618 -2.936768 0.125 -0.200 0.030
H -2.997944 5.255635 -1.935511 -0.004 0.016 0.025
N -0.889682 -1.402930 -0.269661 1.366 0.562 -0.629
H -3.819603 -0.689813 0.646981 -0.026 0.015 0.008
C -0.633169 -1.533068 1.042765 -0.142 -0.084 0.412
H -2.686069 4.340259 2.241026 0.017 0.010 -0.005
H -2.363162 -2.573935 1.797520 -0.018 0.019 0.054
H -1.947469 -0.345667 -3.167224 -0.034 -0.026 0.019
N -0.390061 1.777368 -0.799881 0.219 0.041 0.138
H -1.137256 2.455881 1.747797 -0.057 0.016 0.027
S 0.683523 0.567691 -2.880207 0.629 -0.938 0.729
C -1.212408 2.793832 -0.366335 -0.411 0.499 -0.278
H -3.253291 0.527299 -0.501270 -0.012 0.007 -0.011
C -2.106572 -1.402442 -2.953596 -0.007 -0.057 0.246
```
Positions in Å, forces in eV/Å.



[3]
Density functional theory data (ωB97M-V/def2-TZVPD) for a molecular structure, C21H22Br2ClNO3PPdS2.

Summary:
energy relative to the best compared isomer or geometry (same formula, charge and spin): 12.7 kJ/mol
lowest unoccupied orbital energy (alpha / beta): 4.12 / 4.12 eV
total charge: -2
HOMO energy (alpha / beta): -0.17 / -0.68 eV
multiplicity: 2
<S²>: 0.763

```
54
Properties=species:S:1:pos:R:3:forces:R:3
O 3.698189 -0.379288 3.151736 -0.186 -0.032 0.049
C -0.744844 1.247977 0.397680 -0.127 -0.041 0.147
C -1.093332 1.776967 -2.050912 -0.119 -0.166 -0.010
H 2.145127 -1.736138 2.983945 -0.030 0.027 0.001
H 4.723067 -2.109002 1.361860 0.003 0.002 0.001
C -0.697169 -2.390122 -1.226536 0.068 -0.016 0.003
Br 1.834206 -1.805514 -4.521618 -0.003 0.003 0.022
Cl -2.214262 0.431275 -2.237139 0.045 0.078 -0.001
C 3.216245 2.290508 4.982987 0.018 -0.046 0.119
C 0.603817 3.921863 -1.881088 0.005 0.054 -0.087
N -0.677253 -2.062979 0.079406 0.117 0.035 0.185
H -2.220581 -1.054620 2.448015 0.008 0.002 -0.001
C -0.667761 -3.002120 -3.943790 -0.133 -0.096 -0.125
C -1.619652 -1.957439 2.305666 -0.008 0.016 0.010
C 0.392091 -2.312754 -3.383159 0.179 0.092 0.100
H 3.176666 -1.572665 0.695345 -0.004 -0.042 0.024
H -0.599923 -1.700466 2.588656 0.005 -0.022 -0.002
S 3.113462 1.399975 0.855582 0.023 0.129 -0.007
C -2.836848 -3.452089 -0.936188 -0.028 -0.031 -0.101
C -0.824226 2.523492 -3.184387 -0.004 0.009 -0.027
C 0.030427 3.613052 -3.117589 0.009 -0.033 0.077
H -1.624034 0.607628 0.359801 -0.060 0.082 0.062
C -2.789852 -3.106319 0.382275 0.181 0.102 0.042
H 0.256109 4.190683 -4.005548 0.000 0.004 0.005
H 3.669425 -2.341995 3.636393 0.036 0.030 0.011
H 2.148744 3.796470 6.099643 -0.001 -0.007 0.002
C 3.639329 -2.173591 1.481307 0.025 0.043 0.017
H 2.681077 1.440325 5.412298 -0.018 0.000 -0.016
H -1.288914 2.232039 -4.118276 0.007 0.018 -0.003
H 1.289703 4.758291 -1.794407 -0.002 -0.004 -0.012
C -1.777931 -3.098053 -1.801949 -0.165 -0.093 -0.002
S 0.946210 0.658157 3.415389 0.139 0.036 0.116
H -2.015667 -2.735135 2.964614 0.015 0.012 0.013
H -3.592917 -3.358503 1.065027 -0.036 -0.032 -0.043
C 0.478660 -1.941982 -2.009828 -0.341 -0.241 -0.193
C 2.362552 3.542271 5.057112 0.019 0.027 0.003
H -3.682405 -3.991094 -1.344507 -0.023 -0.006 0.042
C 0.330261 3.164293 -0.765886 -0.058 -0.110 0.075
H -0.658921 1.825921 1.315184 -0.131 0.048 -0.001
Pd 0.883671 -0.103144 0.776880 -0.227 -0.105 -0.456
O 1.409775 -1.319533 -1.490887 0.388 0.118 0.070
O 3.587781 2.018162 3.641977 -0.022 -0.003 -0.145
H 2.883426 4.380991 4.591348 0.004 0.000 0.003
Br -3.161234 -4.354955 -4.024109 -0.077 -0.053 -0.038
H -0.637678 -3.228440 -5.002114 -0.037 -0.014 0.008
H 0.820956 3.391190 0.172964 -0.004 -0.004 0.014
H 1.421360 3.380139 4.533152 0.008 -0.021 -0.009
C 3.231162 -1.700686 2.866304 0.059 -0.027 -0.107
C -1.741405 -3.396846 -3.184625 0.200 0.124 0.066
C -0.533321 2.036709 -0.787224 0.211 0.189 -0.179
P 2.796639 0.920519 2.726308 0.205 -0.005 0.334
H 4.146180 2.429239 5.544362 0.014 -0.017 -0.032
C -1.671677 -2.392996 0.870127 -0.125 -0.020 -0.040
H 3.330587 -3.212564 1.338822 -0.020 0.008 0.015
```
Positions in Å, forces in eV/Å.



[4]
Density functional theory data (ωB97M-V/def2-TZVPD) for C21H22FN3O in the gas phase in a non-equilibrium geometry.

Summary:
energy relative to the best compared isomer or geometry (same formula, charge and spin): 569.1 kJ/mol
lowest unoccupied orbital energy: -0.15 eV
HOMO energy: -8.51 eV
SMILES: N#Cc1c(N2CCC(c3ccccc3F)CC2)ccn(CC2CC2)c1=O

```
48
Properties=species:S:1:pos:R:3:forces:R:3
H 2.310804 2.323575 0.615088 0.592 0.366 0.645
N -1.015594 -2.075914 2.861281 1.614 -0.570 -1.195
H -2.224405 -2.963283 4.482847 0.475 -0.112 -1.001
H 1.613688 -0.836757 1.210425 1.098 -0.290 -0.609
H -0.424915 -3.225060 4.517295 -1.217 0.306 -0.525
H -0.368820 -4.672119 2.486377 -0.713 0.382 0.417
F 1.345501 5.831104 -1.586048 0.344 -1.101 -0.547
C -0.275739 0.203942 1.290956 -0.097 -2.459 -0.150
H 1.499961 1.595572 -2.671128 0.041 -0.776 1.516
C 0.214312 0.956747 -0.967615 -0.062 -0.104 -0.597
H 6.063715 3.963238 -2.667815 -1.246 -0.643 0.305
N -3.245705 2.091256 1.187131 2.454 -3.866 0.617
H -2.246779 -5.522357 1.490476 -0.314 -0.779 -2.605
C -1.889335 -5.817182 3.542389 -0.137 0.633 -0.884
C 1.525597 1.542334 -1.518894 -0.321 0.520 -2.940
H 0.038632 -0.115388 -1.150315 0.360 0.346 -0.075
H 2.489095 1.053444 -1.219895 -1.122 0.095 0.021
C 2.472921 5.188173 -2.073308 -0.592 -3.589 3.270
H 0.352553 2.701614 2.021870 -0.381 -0.855 -0.366
C 0.251304 -2.106095 2.233941 0.196 0.618 -0.379
C 1.533055 3.037253 -1.145735 -0.437 -1.406 -1.689
C -1.935322 -1.044476 2.529201 0.063 -0.158 1.459
H 0.997171 -2.979253 2.099440 -1.827 1.149 1.203
C 1.529025 3.016239 0.340136 0.144 2.907 0.318
C 4.056800 3.221500 -2.043636 -3.539 0.842 1.573
H -3.490775 -4.493090 2.556744 0.959 -1.279 -0.636
C -2.586642 -5.142780 2.374978 0.959 2.545 3.420
N 0.128141 1.188287 0.423880 0.592 0.644 3.169
H -0.681718 1.486900 -1.347542 0.517 -0.116 -0.870
C 2.702131 3.737217 -1.723913 1.833 3.343 -2.125
H 4.281432 2.171026 -1.866500 0.074 0.331 0.094
C 4.975860 4.135074 -2.458876 1.657 2.264 -2.570
H 1.596267 4.053149 0.690175 1.019 -0.083 0.227
C 0.646895 -0.980540 1.595604 -2.164 1.879 -0.462
C -1.581578 0.127762 1.681153 0.928 -1.596 0.923
H -0.586612 3.235975 0.582181 0.716 -0.692 0.350
H -2.403062 -5.677347 4.439875 -0.710 -0.492 1.490
C 4.609394 5.456126 -2.895776 0.091 -1.999 2.066
C -1.295899 -4.522942 3.076873 -0.674 -0.439 -1.032
H 3.106139 7.055619 -2.632637 0.524 -0.058 -0.270
C 0.266552 2.571876 0.929390 -1.696 -0.502 -0.798
H 0.634099 3.486280 -1.674653 0.677 -0.363 1.216
C 3.424569 6.020934 -2.523364 -0.498 0.487 -1.152
O -2.989729 -1.114069 3.101081 -1.821 0.147 0.213
C -2.569855 1.129485 1.385181 -1.924 3.531 -0.436
C -1.343012 -3.183160 3.841508 1.911 -0.513 -0.132
H -1.399904 -6.776961 3.351294 -0.087 0.507 0.291
H 5.290283 6.067571 -3.370622 1.746 0.999 -0.762
```
Positions in Å, forces in eV/Å.